Here is C40H29N6Rb as an isolated structure from the OMol25 dataset. Energies are from ωB97M-V/def2-TZVPD.

Computed properties:
- F_max: 0.262 eV/A
- Gap between HOMO and LUMO: 5.110 eV
- E_HOMO: -1.18 eV
- Energy above the lowest of the compared OMol25 structures with the same formula, charge and spin: 2.7 kcal per mole

```
! wB97M-V def2-TZVPD RIJCOSX def2/J DEFGRID3
* xyz -2 1
C -2.7929 -4.2580 0.5815
H -2.4658 -4.4776 -1.5514
H -0.7778 2.8128 5.3284
H -2.7839 -3.8030 2.6874
C -3.7017 1.6233 -4.3178
N -1.6846 2.2783 0.2465
C -2.3234 -3.6480 1.7215
H -5.2774 3.6864 0.1081
C 4.3506 -3.6023 -3.3106
C 3.3424 0.9975 0.6902
C 5.5634 -3.1974 -3.8481
C 1.9453 2.8496 1.4649
H 5.9385 -0.3196 -2.0682
H 1.4091 3.7638 1.2360
H 7.0835 -1.6785 -3.8102
Rb 0.3981 0.1773 -0.3130
H 3.7094 -0.4942 2.1983
H -0.3518 2.0514 -4.7604
H 2.4388 0.6448 3.9685
H 2.6755 -1.3071 -0.4739
C -2.1426 -4.0224 -0.6252
H -1.7214 2.3088 -1.8179
C -4.2665 3.2962 0.1408
H 0.0269 -1.3609 -3.1634
C -3.5731 3.0323 -1.0348
C 3.7242 -2.8351 -2.3365
H 3.8830 -4.5185 -3.6545
H 2.7395 2.6578 -0.5255
C -1.1952 0.2699 -3.8210
H 0.2802 1.8438 7.3785
H 0.9338 0.0783 -3.8950
C 3.6108 -0.8407 -0.8348
C -2.2900 2.5327 -0.9194
C -1.0565 -3.1691 -0.6109
C 0.4142 -0.1382 6.5693
C 4.2877 -1.6445 -1.8723
N -0.5944 -2.5551 0.4822
C -0.8104 -0.9826 3.0407
C -0.0052 -0.3598 -3.5792
C 0.0766 1.2139 6.5203
H 1.2862 2.7901 3.5108
C -2.3581 2.5175 1.3732
C -2.4628 2.2002 -4.6884
C -2.4806 -0.2906 -3.4529
N -1.2995 -0.0064 2.2338
C 6.1374 -2.0105 -3.3954
N -0.7307 -2.2539 2.8295
H 2.7734 -3.1544 -1.9215
C -0.5120 1.7643 5.3841
H 6.0537 -3.7905 -4.6116
C 2.6820 2.2250 0.4704
H -2.4963 -1.2586 -2.9621
H -0.5225 -2.9577 -1.5331
H 0.8765 -0.5386 7.4642
C 2.5166 1.1030 2.9869
H -3.6562 -4.9120 0.6256
H -2.4625 3.1731 -5.1694
C 0.1677 -0.9746 5.4831
C -3.6561 3.0499 1.3505
C -1.2159 -2.7870 1.6426
H 0.4206 -2.0273 5.5000
C -0.7355 0.9286 4.3092
C 1.8671 2.3042 2.7394
C -1.2763 1.5711 -4.4580
H -4.5872 -0.1058 -3.3775
N -1.7731 2.3173 2.6249
C -4.9253 2.2940 -4.5487
H -4.0085 3.1896 -2.0116
C -3.6560 0.3572 -3.6868
H -4.1492 3.2428 2.2938
C 3.2286 0.4548 1.9909
C -1.3106 1.1586 2.9450
C 4.0713 0.3316 -0.3645
C -0.4050 -0.4112 4.3616
C 5.5103 -1.2480 -2.4263
N -5.9279 2.8478 -4.7310
*
```